[1]
18
Properties=species:S:1:pos:R:3:forces:R:3 method="wB97M-V/def2-TZVPD" e_above_lowest_ev=6.330 total_energy_ev=-10368.97529 homo_lumo_gap_ev="7.92 / 7.92"
C -1.717 -1.240 -0.059 0.4 0.0 0.0
C 1.607 1.392 -0.385 0.0 -0.1 0.0
C 0.335 0.579 -0.342 0.3 -0.2 -0.1
C -0.846 1.011 0.194 -0.2 0.0 0.0
N 1.318 -1.509 -0.694 0.0 0.0 0.0
C -1.334 1.692 1.214 0.1 -0.1 0.0
O -1.181 -2.153 0.783 0.0 0.1 -0.2
N 0.246 -0.653 -0.866 -0.3 0.1 0.3
H -0.357 -2.503 0.402 -0.1 0.0 0.0
H 2.152 -1.138 -0.248 -0.1 0.0 -0.1
H 1.530 -2.019 -1.542 0.0 0.1 0.0
H -2.519 -0.712 0.432 0.0 0.0 0.0
H -1.898 -1.525 -1.088 0.0 0.0 0.0
H 2.157 1.312 0.559 0.0 0.0 0.0
H 1.355 2.444 -0.514 0.0 0.0 0.0
H 2.267 1.087 -1.201 0.0 0.0 0.0
H -2.392 1.932 1.291 0.0 0.0 0.0
H -0.722 2.002 2.063 0.0 0.0 -0.1

[2]
58
Properties=species:S:1:pos:R:3:forces:R:3 method="wB97M-V/def2-TZVPD" e_above_lowest_ev=0.000 total_charge=-2 total_energy_ev=-95128.69810 homo_lumo_gap_ev=3.62
Ba 0.023 0.021 1.305 -0.4 0.8 0.8
C 2.084 5.805 0.164 0.0 0.0 0.0
N 2.260 4.751 -0.806 0.0 0.0 0.0
C 2.917 4.842 -2.006 0.0 0.0 0.0
C 2.862 3.642 -2.596 0.0 0.0 0.0
N 2.155 2.775 -1.753 0.0 0.0 0.0
C 1.766 3.478 -0.598 0.0 0.0 0.0
S 0.946 3.101 0.773 0.1 -0.1 -0.2
C 1.859 1.443 -2.137 -0.1 0.0 0.0
C 2.245 0.993 -3.403 0.0 0.0 -0.1
C 1.925 -0.300 -3.776 0.0 0.0 0.0
C 1.243 -1.118 -2.897 0.0 0.0 0.0
C 0.923 -0.583 -1.664 0.0 0.0 -0.1
N 1.214 0.659 -1.287 0.3 -0.1 0.0
H 2.615 6.688 -0.193 0.0 0.0 0.0
H 2.471 5.488 1.133 0.0 0.0 0.0
H 1.025 6.027 0.296 0.0 0.0 0.0
H 3.380 5.753 -2.342 0.0 0.0 0.0
H 3.273 3.342 -3.536 0.0 0.0 0.0
H 2.774 1.617 -4.103 0.0 0.0 0.0
H 2.215 -0.657 -4.757 0.0 0.0 0.0
H 0.966 -2.135 -3.133 0.0 0.0 0.0
H 0.405 -1.213 -0.948 0.0 0.0 -0.3
C -4.976 1.794 2.159 0.0 0.0 0.0
C -3.629 1.457 1.521 0.0 -0.1 0.2
S -2.338 1.288 2.724 -0.1 0.1 -0.3
C -3.542 1.329 0.180 -0.1 0.0 -0.1
C -4.762 1.505 -0.703 0.0 0.0 0.0
S -2.088 0.999 -0.783 0.0 -0.1 0.0
H -4.847 1.872 3.236 0.0 0.0 0.0
H -5.731 1.022 1.964 0.0 0.0 0.0
H -5.379 2.747 1.797 0.0 0.0 0.0
H -5.670 1.772 -0.158 0.0 0.0 0.0
H -4.957 0.582 -1.261 0.0 0.0 0.0
H -4.569 2.281 -1.452 0.0 0.0 0.0
N -0.319 -4.772 1.960 0.0 0.1 -0.1
C 0.112 -4.159 0.622 0.0 0.3 0.3
C 0.353 -5.284 -0.365 0.0 0.1 -0.1
P -1.534 -3.276 0.307 0.5 -0.4 0.0
O -1.362 -2.862 -1.241 -0.1 -0.5 -0.1
O -2.452 -4.453 0.513 -0.2 0.3 -0.2
O -1.606 -2.096 1.194 -0.1 -0.2 0.1
P 1.681 -3.270 1.115 -0.3 -0.5 -0.3
O 2.311 -4.633 1.863 0.3 0.3 0.0
O 2.529 -2.934 -0.054 0.0 -0.1 0.0
O 1.300 -2.293 2.169 0.1 -0.2 0.0
H -1.299 -5.086 1.775 0.0 -0.1 0.1
H -0.323 -4.013 2.652 0.0 0.0 0.0
H 0.347 -5.486 2.245 0.0 0.0 0.0
H -0.566 -5.851 -0.526 0.0 0.0 0.0
H 1.155 -5.941 -0.020 0.0 0.0 0.0
H 0.661 -4.844 -1.312 0.0 0.0 0.0
H -2.173 -2.483 -1.608 0.1 0.4 0.1
H 3.237 -4.703 1.609 0.0 0.0 0.0
I 1.535 3.048 4.508 0.1 0.1 0.1
C 1.502 1.035 3.637 0.2 -0.3 -0.1
H 1.271 0.423 4.521 0.0 0.1 0.1
H 2.578 0.867 3.471 0.0 0.0 0.0

[3]
56
Properties=species:S:1:pos:R:3:forces:R:3 method="wB97M-V/def2-TZVPD" e_above_lowest_ev=0.000 total_charge=+1 total_energy_ev=-79900.28583 homo_lumo_gap_ev="5.96 / 5.96"
Pd 0.101 -0.569 0.666 -0.1 0.0 0.0
O -3.301 2.311 -0.429 0.0 0.0 0.0
C -2.184 1.597 -0.279 0.0 0.0 0.0
O -2.028 0.492 -0.729 0.0 0.0 0.0
C -1.131 2.346 0.484 0.0 0.0 0.0
C -1.210 3.718 0.635 0.0 0.0 0.0
C -0.144 4.385 1.221 0.0 0.0 0.0
C 0.963 3.657 1.605 0.0 0.0 0.0
C 0.950 2.274 1.454 0.0 0.0 0.0
N -0.088 1.628 0.924 0.0 0.0 0.0
C 2.232 1.540 1.822 0.0 0.0 0.0
O 3.276 2.084 1.579 0.0 0.0 0.0
O 2.180 0.346 2.381 0.0 0.0 0.0
H -3.917 1.794 -0.971 0.0 0.0 0.0
H -2.082 4.245 0.280 0.0 0.0 0.0
H -0.170 5.459 1.349 0.0 0.0 0.0
H 1.846 4.124 2.015 0.0 0.0 0.0
Te -1.813 -1.386 2.160 0.1 0.1 0.0
Te 0.559 -0.499 3.344 0.0 0.0 0.1
Te -1.297 -4.024 1.969 0.0 0.0 0.0
Te 0.605 -3.029 0.293 0.0 0.0 0.0
O 1.592 0.078 -0.682 0.0 0.0 0.0
P 2.792 -0.343 -1.513 0.0 0.0 0.0
C 3.954 1.010 -1.615 0.0 0.0 0.0
C 3.440 2.291 -1.819 0.0 0.0 0.0
C 4.301 3.369 -1.921 0.0 0.0 0.0
C 5.673 3.173 -1.820 0.0 0.0 0.0
C 6.186 1.901 -1.620 0.0 0.0 0.0
C 5.328 0.815 -1.516 0.0 0.0 0.0
C 3.627 -1.757 -0.798 0.0 0.0 0.0
C 4.105 -1.635 0.510 0.0 0.0 0.0
C 4.678 -2.728 1.136 0.0 0.0 0.0
C 4.773 -3.942 0.465 0.0 0.0 0.0
C 4.303 -4.065 -0.834 0.0 0.0 0.0
C 3.730 -2.973 -1.471 0.0 0.0 0.0
C 2.279 -0.776 -3.172 0.0 0.0 0.0
C 3.195 -0.764 -4.224 0.0 0.0 0.0
C 2.792 -1.150 -5.491 0.0 0.0 0.0
C 1.477 -1.542 -5.711 0.0 0.0 0.0
C 0.562 -1.544 -4.669 0.0 0.0 0.0
C 0.959 -1.161 -3.396 0.0 0.0 0.0
H 2.369 2.438 -1.891 0.0 0.0 0.0
H 3.905 4.364 -2.077 0.0 0.0 0.0
H 6.345 4.018 -1.895 0.0 0.0 0.0
H 7.254 1.753 -1.538 0.0 0.0 0.0
H 5.729 -0.177 -1.350 0.0 0.0 0.0
H 4.019 -0.692 1.038 0.0 0.0 0.0
H 5.048 -2.636 2.148 0.0 0.0 0.0
H 5.219 -4.795 0.960 0.0 0.0 0.0
H 4.383 -5.010 -1.355 0.0 0.0 0.0
H 3.359 -3.070 -2.483 0.0 0.0 0.0
H 4.217 -0.446 -4.055 0.0 0.0 0.0
H 3.500 -1.139 -6.309 0.0 0.0 0.0
H 1.164 -1.841 -6.703 0.0 0.0 0.0
H -0.463 -1.842 -4.845 0.0 0.0 0.0
H 0.246 -1.152 -2.581 0.0 0.0 0.0

[4]
24
Properties=species:S:1:pos:R:3:forces:R:3 method="wB97M-V/def2-TZVPD" e_above_lowest_ev=0.958 total_energy_ev=-30980.53618 homo_lumo_gap_ev=8.62 smiles="O/C(=C1/CC=CS1)C(F)(F)F.C=NC"
O -0.759 0.561 -1.997 1.6 0.4 1.1
C 0.146 0.938 -0.940 -1.5 -0.3 -3.0
C -0.264 1.290 0.255 1.1 0.1 1.0
C 0.713 1.806 1.312 0.7 -1.2 -2.5
C -0.036 2.294 2.431 -2.1 -1.5 1.6
C -1.313 1.862 2.430 0.4 0.7 -1.1
S -1.844 1.057 0.935 0.1 0.3 0.0
C 1.576 0.970 -1.450 1.6 -0.8 2.2
F 2.469 0.464 -0.412 -1.5 0.6 -1.6
F 1.755 0.158 -2.478 -0.1 0.4 -0.1
F 2.122 2.172 -1.719 -0.7 -0.4 -0.2
H -1.569 0.196 -1.627 0.1 -0.1 0.3
H 1.295 2.570 0.835 0.6 0.5 -0.1
H 1.391 0.953 1.480 -0.1 0.5 0.7
H 0.505 2.620 3.291 -0.2 0.7 0.5
H -2.174 2.050 3.019 -0.1 0.2 1.2
C -1.674 -2.662 -0.289 -4.5 -1.3 1.5
N -0.613 -2.064 -0.382 0.7 1.4 0.2
C 0.523 -2.673 -0.985 -1.8 -3.2 0.0
H -1.922 -3.744 -0.366 1.0 0.1 -0.8
H -2.657 -2.180 0.052 1.6 0.1 -0.2
H 1.240 -3.029 -0.307 1.3 0.5 1.3
H 0.267 -3.683 -1.459 0.0 1.4 -0.2
H 0.823 -1.925 -1.628 1.5 0.9 -1.8

[5]
15
Properties=species:S:1:pos:R:3:forces:R:3 method="wB97M-V/def2-TZVPD" e_above_lowest_ev=7.536 total_energy_ev=-9402.29578 homo_lumo_gap_ev="8.14 / 8.14"
C -1.133 1.325 -0.180 0.1 -0.1 0.1
C -0.243 0.359 0.242 -0.3 0.3 0.0
C 0.038 -0.441 1.509 -0.2 -0.1 0.2
O 1.458 -0.535 1.157 0.1 0.0 0.1
C 1.229 0.148 -0.083 0.2 0.1 -0.3
C 0.404 -0.679 -0.987 0.1 0.0 0.0
O 0.467 -1.993 -0.770 0.1 0.0 0.1
H -2.093 1.442 0.316 0.1 0.0 0.0
H -0.800 2.176 -0.764 -0.1 -0.2 0.0
H -1.312 0.673 -1.953 0.0 0.0 0.0
H -0.426 -1.430 1.587 0.1 0.1 0.0
H -0.079 0.110 2.446 0.0 -0.1 -0.1
H 1.930 0.932 -0.367 -0.1 -0.1 0.0
H -0.652 0.097 -1.987 0.0 0.1 0.0
H 1.212 -2.184 -0.166 -0.1 -0.1 -0.1

[6]
172
Properties=species:S:1:pos:R:3:forces:R:3 method="wB97M-V/def2-TZVPD" e_above_lowest_ev=0.000 total_energy_ev=-123337.44489 homo_lumo_gap_ev=7.40
C 9.136 3.046 -5.596 0.8 0.1 -0.1
C 7.650 3.397 -5.737 -1.2 -1.2 -1.1
C 7.019 4.081 -4.531 -0.4 -0.4 1.5
N 5.446 4.343 -4.477 0.6 1.4 -3.6
C 5.178 5.438 -5.547 -0.3 1.0 0.8
C 4.825 4.740 -3.100 1.5 -1.1 -0.9
C 3.484 4.058 -3.023 -1.2 -0.4 -1.4
C 3.240 3.229 -4.399 1.7 0.6 0.3
C 4.693 3.093 -4.993 -0.4 -0.6 2.7
H 9.587 3.361 -4.655 -0.1 0.2 0.0
H 9.695 3.482 -6.424 0.0 0.6 0.3
H 9.467 2.016 -5.729 -0.9 -0.4 0.3
H 7.046 2.505 -5.906 0.3 -0.5 0.2
H 7.541 3.851 -6.723 -0.2 0.9 0.3
H 7.614 4.944 -4.232 -0.7 0.6 -0.2
H 7.131 3.396 -3.691 0.1 -0.2 0.1
H 5.177 5.081 -6.577 0.2 -0.3 0.4
H 5.851 6.291 -5.457 0.8 -0.5 0.1
H 4.264 6.001 -5.361 -0.6 -0.9 0.1
H 4.796 5.820 -2.958 0.3 -0.1 -0.3
H 5.563 4.250 -2.464 -0.3 0.4 0.6
H 2.663 4.750 -2.832 0.1 0.1 -0.2
H 3.476 3.380 -2.170 0.0 -0.3 -0.3
H 2.720 3.602 -5.282 -0.9 0.9 0.9
H 2.744 2.317 -4.068 0.4 -0.3 -0.5
H 4.787 2.971 -6.072 -0.1 0.3 0.3
H 5.153 2.257 -4.466 0.4 -0.1 -0.2
O -4.440 -1.558 -0.334 4.1 0.3 1.5
C -3.207 -1.549 -0.146 -2.0 0.6 -2.6
O -2.379 -0.442 -0.154 0.2 -2.7 0.8
B -0.918 -0.942 -0.402 -2.2 0.5 -0.5
O -1.026 -2.426 -0.467 -0.3 0.3 -0.1
C -2.300 -2.834 -0.451 -1.6 -1.1 -0.4
O -2.756 -3.934 -0.764 1.7 2.7 1.0
O 0.092 -0.516 0.571 -2.9 -2.5 2.3
C 0.991 0.191 0.082 0.9 1.4 -3.9
O 1.989 0.600 0.551 2.1 0.9 1.6
C 0.647 0.426 -1.434 0.0 1.2 -1.6
O -0.535 -0.246 -1.665 2.4 0.5 0.3
O 1.309 1.135 -2.207 -2.1 -2.3 1.8
C -7.776 -4.214 5.623 -0.3 0.2 -0.2
O -7.947 -5.201 4.659 2.0 -1.0 -0.1
C -9.224 -5.386 4.175 -0.5 0.0 -0.2
C -9.184 -6.455 3.018 -0.8 3.0 -0.5
N -9.104 -5.755 1.651 0.7 -1.6 0.9
C -7.810 -5.105 1.428 -1.6 -0.6 0.0
C -7.685 -4.514 0.063 1.6 1.4 -0.7
O -8.247 -3.211 -0.185 -1.0 -1.7 0.4
C -7.784 -2.749 -1.432 0.5 1.4 0.7
H -8.506 -4.330 6.425 0.0 -0.1 0.4
H -7.955 -3.238 5.173 0.1 0.4 0.0
H -6.755 -4.274 6.000 -0.1 0.0 0.0
H -9.574 -4.403 3.858 -0.4 0.1 -0.8
H -9.871 -5.584 5.029 -0.4 -0.8 0.1
H -10.084 -7.069 3.055 0.1 0.0 -0.1
H -8.291 -7.052 3.206 -0.1 0.0 -0.4
H -9.814 -5.073 1.427 -0.5 -0.2 0.7
H -7.069 -5.905 1.446 0.3 0.2 0.4
H -7.639 -4.347 2.192 0.6 0.1 0.0
H -7.886 -5.154 -0.796 -0.6 -0.5 0.3
H -6.606 -4.361 0.016 0.5 0.1 -0.3
H -6.808 -2.319 -1.209 0.4 0.0 -0.6
H -8.419 -1.908 -1.713 -0.2 -0.2 -0.2
H -7.687 -3.471 -2.243 -0.3 -0.3 0.1
C -3.651 -2.127 3.507 1.5 0.6 0.2
O -3.509 -2.884 4.714 -0.5 -0.3 -0.9
C -2.292 -2.684 5.462 -1.5 -0.2 -0.4
C -2.329 -1.245 5.915 1.8 -0.3 1.3
N -1.259 -0.474 5.275 -1.6 0.5 -0.4
C -1.416 0.977 5.528 0.7 -0.8 -0.3
C -0.904 1.798 4.359 1.3 0.8 0.0
O -1.810 2.065 3.328 -0.8 0.0 1.2
C -1.302 2.261 2.032 -0.7 -0.8 -0.1
H -4.674 -1.892 3.214 0.0 -0.8 0.2
H -3.020 -2.501 2.701 -0.5 -1.2 -0.4
H -3.154 -1.157 3.512 -0.2 0.7 1.0
H -1.419 -2.991 4.886 0.2 0.3 -0.2
H -2.372 -3.388 6.290 -0.1 0.1 0.0
H -2.081 -1.181 6.975 -0.2 -0.1 0.3
H -3.375 -0.946 5.839 0.0 0.6 -0.4
H -1.352 -0.652 4.286 0.1 0.2 -0.4
H -0.810 1.130 6.422 0.3 0.6 -0.1
H -2.411 1.303 5.831 -0.4 -0.2 -0.4
H -0.044 1.360 3.853 0.4 -0.7 0.5
H -0.494 2.720 4.770 -0.1 0.5 0.1
H -1.399 3.295 1.699 -0.2 0.0 0.0
H -1.944 1.547 1.515 0.2 0.5 -1.1
H -0.270 1.949 1.878 0.3 -0.1 0.4
C 6.727 3.411 4.630 1.4 -0.3 0.4
O 5.725 2.735 3.918 -0.7 1.4 0.3
C 6.046 1.621 3.148 0.0 0.3 -2.0
C 6.863 1.999 1.811 0.2 -2.5 1.3
N 6.772 0.819 0.839 0.5 2.4 0.6
C 5.486 0.928 0.144 0.9 -1.5 1.7
C 5.502 0.257 -1.181 -0.9 -0.5 -0.4
O 6.292 0.974 -2.111 -1.6 1.3 0.0
C 7.513 0.439 -2.377 1.5 -0.9 -1.2
H 6.523 4.440 4.926 -1.2 -0.2 0.0
H 7.664 3.589 4.103 0.2 -0.6 -0.6
H 6.998 2.854 5.527 0.0 -0.1 0.2
H 5.080 1.213 2.850 -0.1 0.0 -0.1
H 6.518 0.813 3.707 0.5 0.1 0.0
H 7.884 2.092 2.181 0.2 0.0 -0.5
H 6.588 2.943 1.341 -0.5 0.1 0.2
H 7.473 0.975 0.128 0.5 0.1 0.2
H 5.148 1.960 0.053 -0.2 0.2 -0.2
H 4.888 0.369 0.864 -1.1 0.2 -0.6
H 4.445 0.253 -1.448 -0.1 0.2 -0.8
H 5.807 -0.785 -1.270 0.1 -0.2 0.8
H 8.167 0.278 -1.519 0.2 0.4 0.1
H 7.953 1.063 -3.155 0.5 0.3 0.3
H 7.492 -0.533 -2.869 -0.5 -0.5 0.0
C -4.165 -5.260 -3.223 0.5 -0.1 0.1
C -2.748 -5.084 -3.790 0.0 -2.1 0.9
O -2.944 -4.011 -4.619 4.3 0.4 -2.7
C -3.929 -3.265 -4.271 -1.5 0.1 -1.6
O -4.287 -2.284 -4.825 0.2 1.8 -0.1
O -4.628 -3.942 -3.442 -3.6 -0.5 3.7
H -4.227 -5.530 -2.168 0.2 0.3 -0.1
H -4.820 -5.932 -3.778 0.2 -0.1 -0.2
H -2.388 -5.926 -4.380 -0.2 0.0 0.0
H -2.001 -4.881 -3.022 -0.1 0.2 0.2
C -7.918 1.852 -0.248 0.2 -3.0 1.9
C -6.513 1.518 0.233 1.5 0.7 -0.3
O -5.771 2.744 0.019 -1.6 0.4 -1.0
C -6.558 3.523 -0.789 1.7 1.1 -0.2
O -6.155 4.554 -1.244 -1.0 -0.7 0.2
O -7.786 2.969 -0.993 0.6 2.4 -0.9
H -8.501 1.925 0.670 -0.8 0.6 -0.4
H -8.267 1.024 -0.866 -0.4 0.1 0.1
H -6.067 0.797 -0.452 0.2 -0.5 0.7
H -6.344 1.407 1.304 -0.5 -1.1 -0.2
C -2.532 1.181 -3.364 -1.4 -1.2 1.5
C -3.728 1.071 -2.366 1.7 0.5 1.1
O -4.560 2.190 -2.728 0.6 -1.0 2.3
C -4.311 2.391 -3.974 -3.7 0.5 -4.4
O -5.182 2.811 -4.734 2.4 0.1 1.0
O -3.170 1.832 -4.390 0.0 1.7 -2.1
H -2.306 0.189 -3.756 0.8 0.2 0.4
H -1.727 1.770 -2.924 0.3 -0.3 -0.3
H -3.320 1.273 -1.376 -0.7 -0.4 0.1
H -4.282 0.137 -2.458 0.0 0.1 0.1
C 3.342 -2.524 2.080 -2.4 1.5 1.0
C 2.534 -1.740 3.140 -0.4 -1.6 0.4
O 3.172 -2.239 4.357 -0.7 1.1 0.0
C 4.417 -2.638 4.081 2.0 -0.4 3.6
O 5.245 -2.900 5.000 -2.9 0.8 -4.4
O 4.571 -2.662 2.749 1.7 -0.7 -0.7
H 3.282 -1.872 1.208 1.2 -0.3 -0.3
H 2.795 -3.444 1.874 0.7 -0.4 0.0
H 1.493 -2.056 3.205 0.0 -0.1 -0.1
H 2.507 -0.661 2.991 0.7 0.1 0.5
C 1.621 -3.265 -1.949 2.1 -0.6 -0.3
C 2.701 -2.599 -2.877 -3.8 -0.6 -2.3
O 3.798 -2.523 -2.145 3.4 -0.5 4.0
C 3.789 -3.534 -1.159 2.0 -1.3 0.6
O 4.785 -3.891 -0.514 -3.8 1.6 -2.2
O 2.537 -4.117 -1.137 1.2 1.4 -0.2
H 0.999 -3.965 -2.507 -0.3 0.4 0.3
H 1.132 -2.624 -1.216 -0.2 0.0 -0.6
H 2.418 -1.662 -3.356 -0.1 0.4 0.7
H 2.929 -3.215 -3.747 -0.4 -0.6 -0.1
C 2.388 4.221 2.242 1.2 0.2 0.8
C 3.694 4.871 1.719 0.4 -0.5 0.3
O 3.262 5.638 0.628 -1.8 0.3 -0.4
C 1.896 5.850 0.792 0.0 0.9 -1.0
O 1.271 6.601 0.104 0.4 -0.5 0.4
O 1.382 5.115 1.799 0.5 0.5 -0.7
H 2.426 4.273 3.331 -0.3 -0.5 -0.1
H 2.156 3.227 1.859 0.3 -0.1 0.1
H 4.486 4.204 1.379 -0.3 -0.3 0.1
H 4.158 5.566 2.418 -0.2 -0.2 0.4